The following is a quantum chemistry calculation of 2 unconnected molecules or ions with the total composition C21H21F3O3 at a distorted geometry, from the OMol25 dataset.

Last column: Mulliken charge in e.
Atoms and positions in Å:
C 2.1825 -2.3158 3.5952  -1.249
C 1.3732 -2.4686 2.3383  -0.183
O 1.8843 -1.5209 1.3818  -0.270
C 1.1521 -1.4743 0.2417  0.382
C 1.8041 -0.6463 -0.7989  0.883
C 3.0382 0.0674 -0.4532  -1.777
C 1.3343 -0.8481 -2.1519  0.966
C 2.0684 -0.1532 -3.2829  -1.366
O 0.3559 -1.5432 -2.4302  -0.629
O 0.0749 -2.0471 0.1540  -0.659
H 1.7648 -2.9698 4.3616  0.399
H 3.2272 -2.5981 3.4339  0.307
H 2.1611 -1.2861 3.9652  0.284
H 1.4697 -3.4824 1.9228  0.314
H 0.3096 -2.2674 2.5212  0.283
H 3.2844 -0.1285 0.5982  0.319
H 3.8852 -0.2652 -1.0771  0.425
H 2.9284 1.1564 -0.5822  0.308
H 2.9417 0.4195 -2.9669  0.378
H 2.3809 -0.9127 -4.0118  0.343
H 1.3692 0.5139 -3.8032  0.263
F -4.8023 -2.1931 -2.7387  -0.273
C -4.3343 -1.0516 -3.3194  0.760
F -3.8578 -1.3942 -4.5560  -0.260
F -5.4239 -0.2390 -3.5299  -0.255
C -3.2801 -0.3790 -2.4902  0.505
C -2.4442 0.5561 -3.1011  -0.934
C -1.4627 1.1678 -2.3487  -0.585
C -1.2520 0.8399 -0.9766  1.133
C -0.1803 1.4547 -0.2723  -1.083
C -0.1573 1.7947 1.1049  1.119
C 0.9905 2.4829 1.6080  -0.479
C 1.1296 2.7669 2.9561  -0.669
C 0.1330 2.3802 3.8645  -0.417
C -1.0411 1.7768 3.3905  -0.832
C -1.2178 1.5480 2.0311  -0.262
C -2.1201 -0.1267 -0.4082  -0.209
C -3.1420 -0.7003 -1.1441  -1.257
H -2.5668 0.7946 -4.1557  0.394
H -0.8182 1.9166 -2.8104  0.439
H 0.5833 1.9357 -0.8903  0.348
H 1.7622 2.7811 0.8910  0.289
H 2.0240 3.2862 3.3089  0.385
H 0.2650 2.5655 4.9313  0.393
H -1.8262 1.4978 4.0961  0.413
H -2.1818 1.1877 1.6694  0.712
H -1.9499 -0.4650 0.6102  0.493
H -3.8187 -1.4139 -0.6759  0.409

Atoms 1-6, force components in eV/Å:
C 0.24 -0.01 0.22
C -0.08 0.14 0.03
O -0.19 -0.53 0.37
C -0.79 0.27 -0.70
C -1.88 -0.39 0.72
C 0.93 0.37 0.27

Results
Net charge = 0
Orbital gap = 4.987 eV
Highest occupied orbital energy = -7.264 eV
LUMO = -0.08369 hartree



The following is a quantum chemistry calculation of 2 unconnected molecules or ions with the total composition C3H8O2S at a distorted geometry, from the OMol25 dataset.

Last column: Mulliken charge in e.
Atoms and positions in Å:
C -0.1450 -0.8134 0.1301  -0.444
O -1.4575 -0.5814 0.5725  -0.453
C 0.4828 0.3784 -0.6497  -0.324
C 1.7608 -0.0538 -1.3421  -0.720
S 2.6703 1.3793 -2.1002  -0.774
H 0.4771 -1.0146 1.0111  0.288
H -0.1596 -1.6810 -0.5222  0.237
H 0.7283 1.1470 0.0804  0.212
H -0.3299 0.7023 -1.2911  0.257
H 1.5613 -0.8310 -2.0882  0.269
H 2.5194 -0.4401 -0.6630  0.204
H -1.8566 -0.1206 1.3031  0.200
H -2.7497 0.9084 2.4946  0.198
O -3.5017 1.0206 3.0647  -1.149

Atoms 1-6, force components in eV/Å:
C 0.62 1.60 1.30
O -1.44 -1.36 -2.11
C -0.27 -1.44 1.19
C 0.52 0.95 -0.68
S -0.13 -0.19 -0.27
H 0.29 -0.31 -0.17

Results
Net charge = -2
Orbital gap = 6.084 eV
Highest occupied orbital energy = -0.264 eV
LUMO = 0.21389 hartree



The following is a quantum chemistry calculation of 2 unconnected molecules or ions with the total composition C6H10F4O2 at a distorted geometry, from the OMol25 dataset.

Last column: Mulliken charge in e.
Atoms and positions in Å:
C 1.2811 -1.5790 -1.4107  -1.128
C 2.3459 -0.2317 0.5085  -0.919
C -1.4229 2.6560 0.9665  -0.643
C 1.4507 -1.3042 0.0757  0.541
C -0.7865 0.6136 -0.2557  0.331
C -1.9478 -0.2222 -0.0666  0.821
O 0.8510 -2.0314 1.0212  -0.526
O -0.5301 1.5805 0.7177  -0.322
F -0.6173 0.8509 -1.6038  -0.264
F -2.2088 -0.6054 1.1896  -0.253
F -1.8306 -1.4250 -0.6488  -0.235
F -3.1738 0.3503 -0.5408  -0.280
H 2.3494 -1.8979 -1.8329  0.289
H 1.0367 -0.6127 -1.9339  0.266
H 0.4716 -2.1903 -1.6713  0.372
H 2.8418 -0.6696 1.4011  0.334
H 3.0420 -0.0929 -0.4069  0.231
H 1.8514 0.6481 0.7409  0.207
H -1.8995 3.0533 -0.0267  0.279
H -0.9456 3.4650 1.4782  0.284
H -2.2767 2.2256 1.6700  0.241
H 0.1178 -2.5809 0.6287  0.375

Atoms 1-6, force components in eV/Å:
C 2.92 1.97 0.33
C 2.06 -2.61 -1.36
C -3.98 -0.71 -0.78
C -0.08 0.19 -2.77
C 0.54 3.04 0.70
C -3.68 -2.37 0.63

Results
Net charge = 0
Spin multiplicity = 3
Orbital gap (alpha / beta) = 6.581 / 10.290 eV
Highest occupied orbital energy (alpha / beta) = -5.822 / -11.404 eV
LUMO (alpha / beta) = 0.02790 / -0.04095 hartree



The following is a quantum chemistry calculation of a molecular structure, C4H24BO20Rb at a distorted geometry, from the OMol25 dataset.

Last column: Mulliken charge in e.
Atoms and positions in Å:
Rb 5.0736 2.2470 -1.2766  1.052
O 3.1566 2.6930 0.4124  -0.818
C 2.0616 2.0810 0.5264  0.366
O 1.3116 2.0110 1.5394  -0.394
B 0.2526 1.0950 1.1804  1.540
O 0.5766 0.4870 -0.0866  0.176
C 1.6676 1.0620 -0.4156  0.457
O 2.3416 0.7190 -1.4226  -0.661
O -1.0664 1.7200 1.0864  -0.571
C -1.7984 1.1960 1.9704  0.542
O -3.0234 1.2770 2.0334  -0.740
C -1.0954 0.2410 2.6994  0.613
O 0.1116 0.1060 2.3004  -0.610
O -1.6474 -0.7040 3.2334  -0.677
O 4.6926 -0.2670 0.0094  -0.537
H 4.3086 -0.6930 -0.7566  0.394
H 4.7216 -1.0000 0.5774  0.247
O -4.0444 3.2610 0.2134  -0.626
H -4.7194 2.8510 -0.3696  0.306
H -4.0244 2.6550 0.9204  0.391
O 2.4536 -0.1330 -4.0896  -0.708
H 3.2726 0.0110 -4.6656  0.318
H 2.2866 0.7430 -3.7626  0.330
O -1.2134 -2.5700 0.7664  -0.557
H -0.7714 -3.1560 0.1714  0.286
H -0.4894 -1.9720 1.0214  0.308
O -0.8674 1.0450 -2.2266  -0.629
H -1.7764 0.8140 -2.5396  0.282
H -0.4434 0.3360 -1.7286  0.339
O 1.5506 -1.8700 0.9584  -0.611
H 1.4406 -2.6370 1.5744  0.292
H 1.6466 -1.2230 1.6264  0.259
O -1.3004 -3.9730 3.0514  -0.652
H -0.3984 -4.2220 2.9624  0.270
H -1.3704 -3.1890 2.4724  0.372
O 0.0806 3.8630 -1.4636  -0.651
H 0.0456 2.9550 -1.5846  0.257
H -0.7734 4.2020 -1.1666  0.332
O -5.8114 0.6890 1.2394  -0.655
H -4.9014 0.2930 1.2654  0.422
H -6.2594 -0.1490 1.2344  0.288
O 4.2956 -1.3400 -2.3976  -0.739
H 3.5876 -0.7510 -2.6776  0.317
H 4.1016 -2.1580 -2.8126  0.342
O 0.7436 -1.5730 -2.3526  -0.723
H 1.4876 -1.0280 -2.5036  0.246
H 1.0076 -2.1050 -1.6356  0.282
O -3.8134 -1.5280 1.7094  -0.708
H -3.5504 -1.2230 0.8334  0.288
H -3.1194 -1.1910 2.3474  0.352

Atoms 1-6, force components in eV/Å:
Rb 0.16 -0.24 -0.10
O -3.46 -1.01 0.60
C 6.00 2.74 0.13
O -0.73 0.89 1.05
B -1.83 -0.29 1.82
O -0.12 -0.24 0.83

Results
Net charge = 0
Orbital gap = 8.843 eV
Highest occupied orbital energy = -10.085 eV
LUMO = -0.04563 hartree